1.
{"formula": "C2H8BNO3", "method": "wB97M-V/def2-TZVPD", "symbols": ["B", "C", "C", "N", "O", "O", "O", "H", "H", "H", "H", "H", "H", "H", "H"], "xyz": [[2.459, 0.279, -0.022], [-1.057, -0.518, 1.044], [-0.712, 0.516, -1.104], [-0.320, -0.389, -0.092], [2.352, -0.338, -1.199], [3.718, 0.498, 0.454], [1.411, 0.719, 0.683], [-0.596, -0.755, 2.016], [-1.591, 0.448, 1.299], [-1.872, -1.202, 0.697], [-0.083, 1.479, -1.072], [-0.469, -0.006, -2.005], [-1.806, 0.785, -0.932], [1.447, -0.162, -1.491], [4.306, 0.172, -0.170]], "lowdin_charge": [-1.004, -0.159, -0.120, -0.076, 0.199, 0.204, 0.184, 0.100, 0.101, 0.124, 0.134, 0.076, 0.112, 0.063, 0.063], "e_lumo_ev": [-1.47, -0.78], "relative_energy_kj_mol": 349.7, "spin_multiplicity": 1, "total_energy_ha": -386.31149, "homo_ev": [-9.78, -10.14]}

2.
{"formula": "C3H11BN", "method": "wB97M-V/def2-TZVPD", "symbols": ["B", "C", "C", "C", "N", "H", "H", "H", "H", "H", "H", "H", "H", "H", "H", "H"], "xyz": [[0.812, 0.599, -1.962], [1.005, -0.006, 1.165], [-1.311, -0.781, 0.909], [-0.252, 0.715, -0.834], [-0.156, -0.371, 0.251], [1.685, -0.209, -2.004], [-1.007, 0.333, -1.502], [1.396, -0.711, 1.774], [1.783, 0.424, 0.582], [0.645, 0.972, 1.627], [-2.153, -1.356, 0.427], [-1.082, -1.583, 1.684], [-1.725, 0.052, 1.545], [0.610, 1.360, -2.900], [-0.486, 1.657, -0.477], [0.235, -1.095, -0.285]], "lowdin_charge": [0.096, 0.055, -0.055, -0.101, -0.216, 0.054, 0.129, 0.077, 0.087, 0.149, 0.137, 0.135, 0.137, 0.069, 0.108, 0.140], "e_lumo_ev": -4.02, "relative_energy_kj_mol": 12.8, "smiles": "BC[NH+](C)C", "spin_multiplicity": 1, "total_energy_ha": -200.17099, "homo_ev": -16.48, "charge": 1}

3.
{"formula": "C17H27ClN2O3S2Si", "method": "wB97M-V/def2-TZVPD", "symbols": ["C", "C", "C", "Cl", "Si", "C", "C", "C", "S", "C", "S", "N", "C", "C", "C", "C", "C", "C", "C", "C", "N", "C", "H", "H", "H", "H", "H", "H", "H", "H", "H", "H", "H", "H", "H", "H", "H", "H", "H", "H", "H", "H", "H", "H", "H", "H", "H", "H", "H", "C", "O", "O", "O"], "xyz": [[3.500, -1.040, 1.976], [2.654, -1.589, 0.817], [3.297, -1.550, -0.593], [5.071, -1.335, -0.549], [2.613, -0.260, -1.780], [0.908, -0.700, -2.474], [-0.035, -1.555, -1.587], [-1.358, -0.844, -1.239], [-2.808, -1.853, -1.747], [-3.970, -1.666, -0.404], [-3.960, -2.771, 0.822], [-4.871, -0.604, -0.531], [-6.062, -0.712, 0.315], [-5.941, -0.190, 1.759], [-4.226, 0.711, -0.499], [-5.198, 1.863, -0.754], [2.620, 1.494, -1.072], [2.292, 1.785, 0.251], [2.329, 3.118, 0.655], [2.684, 4.082, -0.285], [2.976, 3.835, -1.556], [2.946, 2.551, -1.927], [2.839, -0.926, 2.832], [4.304, -1.715, 2.245], [3.956, -0.087, 1.727], [1.664, -1.129, 0.809], [2.475, -2.641, 1.047], [3.134, -2.522, -1.055], [3.528, -0.210, -2.950], [0.399, 0.207, -2.796], [1.098, -1.260, -3.390], [-0.306, -2.442, -2.156], [0.432, -1.919, -0.679], [-1.430, 0.106, -1.759], [-1.411, -0.655, -0.170], [-6.855, -0.151, -0.182], [-6.388, -1.743, 0.327], [-6.450, -0.883, 2.425], [-4.907, -0.157, 2.081], [-6.412, 0.782, 1.874], [-3.664, 0.858, 0.427], [-3.502, 0.726, -1.308], [-4.673, 2.680, -1.239], [-5.599, 2.248, 0.181], [-6.028, 1.520, -1.363], [2.021, 1.021, 0.962], [2.105, 3.415, 1.667], [2.736, 5.116, 0.030], [3.195, 2.348, -2.959], [7.089, -1.344, 3.441], [8.222, -1.794, 3.073], [6.621, -0.225, 2.979], [6.340, -1.996, 4.280]], "lowdin_charge": [-0.132, -0.329, -0.773, 0.621, 0.653, -0.268, -0.298, -0.471, 0.820, -1.131, 0.587, -0.225, -0.283, -0.104, -0.251, -0.077, -0.246, -0.062, -0.055, -0.173, 0.045, -0.175, 0.076, 0.064, 0.053, 0.066, 0.100, 0.056, 0.005, 0.061, 0.060, 0.073, 0.078, 0.048, 0.078, 0.097, 0.078, 0.065, 0.057, 0.056, 0.118, 0.080, 0.069, 0.061, 0.072, 0.089, 0.099, 0.092, 0.088, -1.034, -0.180, -0.194, -0.205], "e_lumo_ev": 2.92, "spin_multiplicity": 1, "total_energy_ha": -2545.16208, "homo_ev": 1.66, "charge": -2}

4.
{"formula": "H17O8", "method": "wB97M-V/def2-TZVPD", "symbols": ["O", "H", "H", "H", "O", "H", "H", "O", "H", "H", "O", "H", "H", "O", "H", "H", "O", "H", "H", "O", "H", "H", "O", "H", "H"], "xyz": [[0.224, 0.348, 0.293], [0.127, -0.515, 0.076], [-0.496, 0.983, 0.160], [0.944, 0.602, -0.470], [-0.541, -1.981, -1.472], [-0.408, -2.040, -2.310], [-1.293, -2.376, -0.958], [2.314, -2.259, 1.099], [1.776, -2.920, 0.436], [3.218, -2.194, 0.760], [-0.859, -1.342, 2.695], [-1.603, -0.789, 2.458], [-0.318, -0.909, 3.411], [-1.299, 1.766, -0.826], [-1.631, 1.603, -1.598], [-1.890, 2.424, -0.182], [-2.429, 0.573, 1.322], [-2.777, 1.350, 1.885], [-3.047, 0.477, 0.620], [1.490, 0.227, -2.135], [1.690, 0.955, -2.727], [1.546, -0.563, -2.610], [2.093, 2.076, 0.156], [1.537, 2.782, 0.481], [1.634, 1.732, -0.567]], "lowdin_charge": [0.192, 0.035, 0.029, 0.144, 0.031, -0.062, 0.114, -0.122, 0.120, 0.027, -0.076, -0.027, 0.078, 0.012, -0.017, 0.211, -0.054, 0.132, 0.042, 0.018, 0.093, 0.044, 0.021, 0.067, -0.052], "e_lumo_ev": -3.65, "relative_energy_kj_mol": 467.5, "spin_multiplicity": 1, "total_energy_ha": -611.73323, "homo_ev": -13.81, "charge": 1}

5.
{"formula": "C34H46N6NiO4S4", "method": "wB97M-V/def2-TZVPD", "symbols": ["Ni", "C", "C", "N", "C", "C", "N", "C", "C", "H", "H", "H", "H", "H", "H", "H", "H", "H", "H", "H", "H", "H", "O", "S", "C", "C", "C", "C", "C", "C", "C", "C", "C", "C", "C", "C", "H", "H", "H", "H", "H", "H", "H", "H", "H", "H", "N", "C", "C", "C", "C", "C", "C", "S", "O", "O", "O", "H", "H", "H", "H", "H", "H", "C", "C", "N", "C", "S", "N", "C", "C", "H", "H", "H", "H", "H", "H", "H", "H", "H", "H", "H", "H", "S", "C", "N", "C", "C", "C", "C", "H", "H", "H", "H", "H"], "xyz": [[-0.278, -0.061, 0.108], [-1.867, 1.662, 3.997], [-1.667, 0.852, 2.703], [-0.437, 1.257, 1.966], [-0.538, 2.719, 1.726], [-0.547, 3.502, 3.061], [-0.655, 2.521, 4.178], [0.566, 1.656, 4.225], [0.742, 1.019, 2.839], [-1.923, 1.006, 4.869], [-2.736, 2.317, 3.956], [-2.517, 0.982, 2.037], [-1.577, -0.199, 2.952], [-1.448, 2.909, 1.161], [0.307, 3.040, 1.122], [-1.394, 4.183, 3.123], [0.369, 4.071, 3.208], [-0.738, 3.010, 5.069], [0.388, 0.911, 5.007], [1.412, 2.283, 4.500], [0.884, -0.052, 2.944], [1.621, 1.430, 2.343], [1.742, -0.211, 0.261], [2.041, 1.213, -0.220], [3.821, 1.369, -0.139], [4.568, 0.301, 0.325], [5.951, 0.426, 0.355], [6.552, 1.604, -0.064], [5.780, 2.672, -0.508], [4.400, 2.563, -0.545], [1.875, 1.286, -1.996], [2.571, 0.411, -2.821], [2.443, 0.545, -4.191], [1.641, 1.552, -4.724], [0.959, 2.426, -3.890], [1.068, 2.289, -2.509], [4.078, -0.600, 0.669], [6.556, -0.394, 0.716], [7.629, 1.697, -0.037], [6.253, 3.591, -0.824], [3.792, 3.390, -0.894], [3.210, -0.353, -2.395], [2.985, -0.122, -4.848], [1.567, 1.668, -5.798], [0.357, 3.223, -4.308], [0.542, 2.965, -1.844], [-0.756, -1.967, 1.019], [-0.686, -2.245, 2.435], [0.542, -2.256, 3.076], [0.587, -2.131, 4.461], [-0.592, -2.003, 5.180], [-1.817, -2.190, 4.550], [-1.863, -2.313, 3.171], [-0.593, -1.219, 6.809], [-1.660, -1.835, 7.546], [0.757, -1.358, 7.294], [-0.906, 0.167, 6.388], [-0.103, -2.546, 0.500], [-1.688, -2.171, 0.670], [1.457, -2.266, 2.491], [1.532, -2.070, 4.987], [-2.721, -2.175, 5.146], [-2.820, -2.379, 2.660], [-3.294, 2.060, -5.087], [-2.485, 0.836, -4.686], [-2.126, 0.857, -3.262], [-2.828, 0.531, -2.194], [-2.220, 1.001, -0.621], [-4.003, -0.077, -2.212], [-4.756, -0.688, -3.317], [-5.990, -1.368, -2.752], [-3.494, 2.040, -6.158], [-2.753, 2.978, -4.857], [-4.250, 2.092, -4.561], [-1.540, 0.806, -5.227], [-3.014, -0.082, -4.923], [-1.246, 1.303, -3.046], [-4.417, -0.181, -1.297], [-4.122, -1.421, -3.817], [-5.048, 0.075, -4.039], [-5.717, -2.134, -2.024], [-6.546, -1.849, -3.554], [-6.652, -0.645, -2.272], [-0.318, -1.480, -2.007], [0.725, -2.839, -2.004], [0.483, -3.803, -2.932], [1.194, -4.946, -3.064], [2.238, -5.200, -2.228], [2.543, -4.241, -1.251], [1.809, -3.083, -1.142], [-0.295, -3.634, -3.558], [0.880, -5.620, -3.848], [2.804, -6.114, -2.323], [3.371, -4.414, -0.576], [2.050, -2.329, -0.408]], "mulliken_spin": [1.665, 0.002, 0.008, 0.046, -0.001, 0.001, -0.001, 0.005, 0.001, 0.000, -0.001, 0.003, -0.005, 0.003, 0.004, 0.000, 0.000, 0.000, -0.001, 0.000, 0.005, 0.000, 0.023, -0.006, 0.009, 0.000, 0.001, 0.000, 0.001, 0.001, 0.003, 0.001, 0.000, 0.000, 0.000, -0.010, 0.001, 0.000, 0.000, 0.000, 0.000, 0.000, 0.000, 0.000, 0.000, -0.001, 0.080, -0.016, 0.010, -0.004, 0.009, -0.004, 0.013, -0.001, 0.000, 0.000, 0.001, -0.008, -0.006, 0.002, 0.000, 0.000, 0.001, 0.000, -0.001, 0.005, -0.008, 0.075, 0.006, -0.001, 0.000, 0.000, 0.000, 0.000, 0.000, 0.001, 0.004, -0.001, 0.000, 0.000, 0.000, 0.000, 0.000, 0.090, -0.013, 0.006, 0.000, 0.001, 0.000, -0.001, 0.001, 0.000, 0.000, 0.000, 0.003], "e_lumo_ev": [-5.41, -5.97], "relative_energy_kj_mol": 43.7, "s2": 2.01, "spin_multiplicity": 3, "total_energy_ha": -5053.27565, "homo_ev": [-12.20, -12.20], "charge": 2}

6.
{"formula": "C35H37CdClO4P2", "method": "wB97M-V/def2-TZVPD", "symbols": ["Cd", "C", "C", "C", "C", "C", "C", "C", "C", "C", "H", "H", "H", "H", "H", "H", "H", "H", "H", "H", "H", "H", "H", "H", "H", "P", "P", "C", "C", "C", "C", "C", "C", "C", "C", "C", "C", "C", "C", "C", "C", "C", "C", "C", "C", "C", "C", "C", "C", "C", "C", "C", "C", "H", "H", "H", "H", "H", "H", "H", "H", "H", "H", "H", "H", "H", "H", "H", "H", "H", "H", "H", "H", "H", "H", "O", "Cl", "O", "O", "O"], "xyz": [[-2.364, 1.224, -0.972], [2.449, -0.157, -0.653], [1.949, -1.162, -1.376], [1.931, -2.615, -1.028], [0.784, -3.154, -0.089], [0.506, -2.351, 1.149], [1.362, -1.535, 1.769], [2.842, -1.486, 1.520], [3.239, -0.310, 0.616], [-2.627, 0.255, 0.889], [2.503, 0.861, -1.068], [1.492, -0.901, -2.334], [2.902, -2.963, -0.645], [1.760, -3.121, -1.993], [-0.153, -3.150, -0.674], [1.005, -4.220, 0.099], [-0.559, -2.332, 1.422], [1.010, -0.820, 2.521], [3.226, -2.416, 1.108], [3.364, -1.343, 2.473], [3.135, 0.629, 1.180], [4.305, -0.440, 0.355], [-2.791, 1.037, 1.645], [-1.669, -0.244, 1.088], [-3.447, -0.482, 0.897], [-4.795, -6.620, -4.869], [-5.913, -7.553, -1.969], [-4.138, -8.082, -4.028], [-4.604, -8.468, -2.809], [-4.908, -7.270, -6.590], [-4.154, -8.348, -7.067], [-4.251, -8.745, -8.406], [-5.136, -8.088, -9.264], [-5.940, -7.047, -8.783], [-5.841, -6.647, -7.448], [-3.292, -5.556, -4.914], [-2.892, -5.000, -3.683], [-1.752, -4.199, -3.622], [-0.988, -3.969, -4.776], [-1.389, -4.527, -5.995], [-2.563, -5.285, -6.078], [-6.975, -9.029, -1.525], [-7.640, -9.662, -2.592], [-8.392, -10.814, -2.373], [-8.480, -11.361, -1.085], [-7.823, -10.736, -0.017], [-7.103, -9.553, -0.232], [-5.090, -7.246, -0.364], [-5.693, -6.279, 0.466], [-5.170, -6.044, 1.737], [-4.044, -6.748, 2.176], [-3.436, -7.690, 1.342], [-3.938, -7.917, 0.055], [-3.341, -8.656, -4.524], [-4.218, -9.377, -2.319], [-3.476, -8.899, -6.418], [-3.628, -9.564, -8.764], [-5.200, -8.391, -10.314], [-6.643, -6.542, -9.450], [-6.478, -5.847, -7.064], [-3.480, -5.207, -2.786], [-1.457, -3.751, -2.673], [-0.088, -3.354, -4.719], [-0.790, -4.368, -6.892], [-2.898, -5.671, -7.043], [-7.546, -9.254, -3.602], [-8.912, -11.297, -3.204], [-9.062, -12.269, -0.911], [-7.870, -11.165, 0.985], [-6.624, -9.061, 0.619], [-6.570, -5.734, 0.108], [-5.650, -5.307, 2.386], [-3.631, -6.555, 3.169], [-2.567, -8.254, 1.677], [-3.429, -8.624, -0.599], [0.231, 3.897, 1.120], [0.845, 2.696, 0.631], [1.925, 2.986, -0.302], [1.330, 1.878, 1.736], [-0.193, 1.884, -0.130]], "lowdin_charge": [1.339, -0.115, -0.122, -0.201, -0.180, -0.131, -0.104, -0.193, -0.187, -0.271, 0.090, 0.092, 0.100, 0.097, 0.084, 0.112, 0.087, 0.106, 0.091, 0.113, 0.087, 0.123, -0.020, -0.049, -0.033, 0.997, 0.995, -0.332, -0.356, -0.399, -0.099, -0.083, -0.091, -0.089, -0.109, -0.372, -0.106, -0.090, -0.092, -0.086, -0.085, -0.361, -0.115, -0.093, -0.094, -0.085, -0.087, -0.420, -0.116, -0.093, -0.090, -0.079, -0.093, 0.065, 0.079, 0.085, 0.103, 0.103, 0.103, 0.097, 0.094, 0.085, 0.099, 0.102, 0.100, 0.101, 0.103, 0.100, 0.102, 0.099, 0.099, 0.103, 0.104, 0.103, 0.089, -0.334, 0.697, -0.345, -0.343, -0.590], "e_lumo_ev": -2.91, "relative_energy_kj_mol": 120.6, "spin_multiplicity": 1, "total_energy_ha": -2967.04487, "homo_ev": -7.97}